(1)
Molecular formula: C4H7N3
Method: DFT, ωB97M-V/def2-TZVPD

frontier orbital gap = 0.2872 Ha
energy = -320.72971 hartree
relative energy (zero: lowest compared OMol25 entry of this formula, charge and spin) = 96.4 kcal/mol

```
! RIJCOSX wB97M-V def2-TZVPD def2/J DEFGRID3
* xyz 0 1
C -1.29 1.00 -0.87
N -0.80 0.06 0.12
C 0.38 -0.80 0.06
C 0.23 -1.65 1.29
C 1.69 -0.02 0.12
N -0.90 -1.17 1.89
N -1.47 -0.20 1.17
H -2.18 1.48 -0.47
H -1.54 0.46 -1.79
H -0.52 1.75 -1.10
H 0.32 -1.41 -0.86
H 1.81 0.44 1.11
H 2.52 -0.71 -0.03
H 1.74 0.77 -0.64
*
```


(2)
Molecular formula: C4H7N3O
Method: DFT, ωB97M-V/def2-TZVPD

frontier orbital gap = 0.3102 Ha
energy = -396.00689 hartree
relative energy (zero: lowest compared OMol25 entry of this formula, charge and spin) = 88.8 kcal/mol

```
! RIJCOSX wB97M-V def2-TZVPD def2/J DEFGRID3
* xyz 0 1
C 2.59 0.82 0.03
N 2.05 -0.27 -0.27
C 0.62 -0.80 0.11
N 0.48 -2.13 0.11
C -0.25 0.19 -0.06
O -0.11 1.53 -0.04
N -1.72 -0.40 0.02
C -2.73 0.35 -0.07
H 2.12 1.65 0.55
H 3.62 0.99 -0.30
H -0.40 -2.53 -0.19
H 1.11 -2.67 0.69
H -0.96 1.94 -0.27
H -2.69 1.45 -0.21
H -3.72 -0.09 -0.09
*
```


(3)
Molecular formula: C4H7N3O
Method: DFT, ωB97M-V/def2-TZVPD

frontier orbital gap = 0.3435 Ha
energy = -395.81517 hartree
relative energy (zero: lowest compared OMol25 entry of this formula, charge and spin) = 209.1 kcal/mol

```
! RIJCOSX wB97M-V def2-TZVPD def2/J DEFGRID3
* xyz 0 1
C 2.51 -0.45 0.66
C -0.37 -0.10 -0.61
C -1.08 1.10 -0.12
C -2.41 0.71 0.08
H 1.91 -1.77 0.39
H 3.69 -0.23 0.92
H 1.64 -0.25 1.44
H 2.70 0.28 -1.24
H -0.70 2.02 0.16
H -3.39 1.14 0.59
H -3.25 -0.61 -0.52
N 1.84 0.58 -0.59
N 0.77 -0.37 -0.93
N -2.53 -0.75 0.13
O -1.34 -1.30 -0.37
*
```


(4)
Molecular formula: C4H7N3O
Method: DFT, ωB97M-V/def2-TZVPD

frontier orbital gap = 0.3065 Ha
energy = -395.86230 hartree
relative energy (zero: lowest compared OMol25 entry of this formula, charge and spin) = 179.5 kcal/mol

```
! RIJCOSX wB97M-V def2-TZVPD def2/J DEFGRID3
* xyz 0 1
C 1.82 -0.11 -0.65
C 0.43 -0.32 -0.37
C -1.81 -0.22 0.53
C -0.56 0.80 0.28
H 2.96 1.13 0.78
H 2.52 -0.67 1.17
H 2.33 -1.09 -1.01
H 1.61 0.70 -1.37
H -2.68 -0.12 1.19
H -0.12 1.06 1.33
H -2.41 1.47 -0.72
N 2.18 0.28 0.85
N -0.12 -1.55 -0.44
N -1.48 -1.40 0.13
O -0.95 1.91 -0.49
*
```


(5)
Molecular formula: C4H7N3O
Method: DFT, ωB97M-V/def2-TZVPD

frontier orbital gap = 0.3390 Ha
energy = -395.92067 hartree
relative energy (zero: lowest compared OMol25 entry of this formula, charge and spin) = 142.9 kcal/mol

```
! RIJCOSX wB97M-V def2-TZVPD def2/J DEFGRID3
* xyz 0 1
O 2.31 -0.29 0.26
N 1.14 -0.07 -0.45
C 0.88 1.39 -0.22
N -0.20 1.98 0.08
N -1.41 1.22 0.08
C -1.15 -0.09 -0.36
C -1.05 -1.55 -0.01
C 0.07 -0.61 0.30
H 3.07 -0.59 -0.33
H 1.85 1.87 -0.16
H -1.90 1.25 0.96
H -1.02 0.00 -1.43
H -1.08 -2.14 -0.95
H -1.58 -2.04 0.84
H 0.07 -0.33 1.39
*
```


(6)
Molecular formula: C4H7N3O
Method: DFT, ωB97M-V/def2-TZVPD

frontier orbital gap = 0.3169 Ha
energy = -395.76416 hartree
relative energy (zero: lowest compared OMol25 entry of this formula, charge and spin) = 241.1 kcal/mol

```
! RIJCOSX wB97M-V def2-TZVPD def2/J DEFGRID3
* xyz 0 1
C 0.69 -0.57 0.39
C -0.87 -0.03 -1.48
C -0.60 1.44 -1.19
C -0.47 0.41 -0.09
H 0.30 0.87 2.16
H 1.16 -0.26 3.24
H 1.32 -2.52 -1.01
H -1.84 -0.64 -1.89
H 0.45 1.76 -1.46
H -1.47 2.19 -0.93
H -1.19 0.46 0.62
N 0.39 -0.15 2.63
N 1.17 -0.87 1.61
N 0.39 -1.73 -0.64
O 0.56 -0.35 -1.96
*
```


(7)
Molecular formula: C4H7N3O
Method: DFT, ωB97M-V/def2-TZVPD

frontier orbital gap = 0.3176 Ha
energy = -396.04525 hartree
relative energy (zero: lowest compared OMol25 entry of this formula, charge and spin) = 64.7 kcal/mol

```
! RIJCOSX wB97M-V def2-TZVPD def2/J DEFGRID3
* xyz 0 1
C -2.14 -0.38 0.15
O -0.95 -1.22 -0.05
C 0.13 -0.64 -0.06
N 1.34 -1.34 -0.26
C 2.41 -0.39 0.13
N 1.92 0.80 0.12
C 0.52 0.62 -0.06
N -0.47 1.72 -0.11
H -1.98 0.07 1.07
H -2.27 0.40 -0.65
H -2.99 -1.11 0.19
H 1.29 -2.43 -0.08
H 3.41 -0.73 0.23
H 0.20 2.39 0.45
H -0.42 2.22 -1.05
*
```


(8)
Molecular formula: C4H7N3O
Method: DFT, ωB97M-V/def2-TZVPD

frontier orbital gap = 0.3184 Ha
energy = -395.84980 hartree
relative energy (zero: lowest compared OMol25 entry of this formula, charge and spin) = 187.4 kcal/mol

```
! RIJCOSX wB97M-V def2-TZVPD def2/J DEFGRID3
* xyz 0 1
N 0.03 2.26 1.00
C 0.00 0.74 1.13
C 0.78 0.18 -0.25
N 1.40 -1.03 -0.61
N 0.34 -1.81 -1.21
C -0.88 -1.60 -1.38
O -1.64 -0.63 -0.80
C -0.59 -0.34 0.33
H -1.19 2.42 1.06
H 0.55 2.77 1.96
H 0.40 0.23 1.99
H 0.44 0.96 -0.93
H 2.29 -0.89 -1.16
H -1.32 -2.05 -2.20
H -0.60 -1.20 1.09
*
```